DFT (ωB97M-V/def2-TZVPD) results for C21H46IrNOP3Se as an isolated structure.

Each line ends with the Löwdin charge.
Atoms and positions in Å:
Ir -0.2599 -0.7301 0.2547  1.0256
P -1.4704 -2.6075 0.5980  0.6523
P 1.3544 -0.8999 1.9437  0.6806
P 1.1835 -1.4313 -1.2794  0.6345
H -2.6539 1.5887 -2.3990  0.0868
C -2.3316 0.5776 -2.6251  0.0296
C -1.9660 -0.2639 -1.6458  -0.1767
H -1.7499 0.2150 -0.6756  -0.0212
C -2.9480 -2.1527 1.5630  -0.2008
C -0.5945 -3.8511 1.6030  -0.2072
C -2.0959 -3.5582 -0.8258  -0.1898
C 2.3365 0.6542 1.8942  -0.2435
C 0.7806 -0.9409 3.6853  -0.2132
C 2.6108 -2.2513 2.0095  -0.1999
C 0.6132 -1.1789 -2.9904  -0.2155
C 1.5937 -3.2114 -1.1646  -0.1821
C 2.7527 -0.4754 -1.3271  -0.2097
H -2.5209 0.2141 -3.6328  0.1026
H -2.1213 -1.3286 -1.8243  0.0223
H -3.2632 -1.1247 1.3577  0.0486
H -2.7563 -2.2544 2.6349  0.0724
H -3.7691 -2.8175 1.2825  0.0816
H -0.1684 -3.4269 2.5176  0.0385
H 0.2165 -4.2904 1.0194  0.0449
H -1.3054 -4.6368 1.8783  0.0944
H -2.3311 -2.9810 -1.7224  0.0431
H -3.0179 -4.0587 -0.5131  0.0875
H -1.3652 -4.3099 -1.1257  0.0623
H 3.0706 0.6599 2.7119  0.0896
H 1.6683 1.5234 1.9818  0.0309
H 2.8727 0.7335 0.9398  0.0006
H 1.5792 -1.3726 4.3043  0.0805
H -0.1210 -1.5578 3.7762  0.0456
H 0.5647 0.0753 4.0337  0.0541
H 3.1246 -2.1583 2.9801  0.0854
H 3.3388 -2.1812 1.1921  0.0531
H 2.1092 -3.2270 1.9700  0.0458
H 1.4003 -1.4888 -3.6944  0.0881
H 0.3716 -0.1197 -3.1524  0.0280
H -0.2940 -1.7685 -3.1597  0.0594
H 2.2188 -3.4831 -2.0289  0.0980
H 0.6707 -3.8096 -1.1993  0.0370
H 2.1511 -3.4352 -0.2444  0.0408
H 3.2922 -0.7093 -2.2571  0.0876
H 3.3905 -0.7052 -0.4630  0.0428
H 2.5081 0.5987 -1.3377  0.0211
C 1.6904 3.0710 -2.0714  -0.5139
C 0.3565 2.8872 -2.4917  -0.0871
C 0.0673 2.4502 -3.7846  -0.0461
C 1.1015 2.2222 -4.6913  0.0150
C 2.4174 2.4852 -4.3132  0.0006
C 2.7159 2.9338 -3.0260  -0.0645
Se 2.0383 3.6814 -0.2576  1.1989
H 3.2404 2.8227 -0.1309  -0.0633
H -0.4602 3.0392 -1.7812  0.0897
H -0.9724 2.2481 -4.0601  0.1166
H 0.8757 1.8515 -5.6974  0.1511
H 3.2304 2.3041 -5.0294  0.1483
H 3.7429 3.1358 -2.7037  0.1336
C -2.3487 3.6529 3.1327  0.0295
N -1.9489 2.9419 1.9224  -0.0980
C -1.6384 3.6850 0.7175  -0.0125
C -1.6471 1.6373 1.8944  -0.4012
C -1.9671 0.7921 3.0646  0.0213
O -1.0145 1.2285 0.8445  -0.2313
H -2.4467 4.7131 2.8969  0.1147
H -1.5833 3.5227 3.9176  0.1207
H -3.3045 3.2582 3.4922  0.1193
H -0.5452 3.7815 0.5718  0.0321
H -2.0760 3.1791 -0.1581  0.0968
H -2.0852 4.6788 0.7921  0.1206
H -3.0098 0.8855 3.3869  0.1305
H -1.7627 -0.2527 2.8170  0.0293
H -1.3356 1.1211 3.9024  0.1126

Atoms 1-3, force components in eV/Å:
Ir -1.10 1.79 1.76
P -1.80 -2.40 1.01
P 1.92 0.46 2.47

Output
Energy relative to the best compared isomer or geometry (same formula, charge and spin)   0.00 kJ/mol
<S²>   8.7818
Multiplicity   6
Charge   +4
Frontier orbital gap (alpha / beta)   8.4 / 5.0 eV
HOMO energy (alpha / beta)   -0.7004 / -0.7662 Ha



DFT (ωB97M-V/def2-TZVPD) results for one molecule with the formula C7H11IO.

Each line ends with the Löwdin charge.
Atoms and positions in Å:
C 0.9979 -1.0909 0.1277  -0.2991
C 2.1793 -0.3606 -0.3133  -0.2343
C 1.7866 -3.3345 -0.0848  0.0142
C -1.4796 1.8154 -0.2879  -0.1435
C -0.4152 -0.4597 -0.0831  -0.1496
C -0.3849 0.9997 0.3873  -0.2761
C 3.2576 -0.4089 0.4461  -0.6667
O 0.9465 -2.4892 -0.4589  -0.1032
I 5.1327 0.3135 0.0042  0.8211
H 1.0533 -1.1530 1.1491  0.1095
H 2.1886 0.0134 -1.4035  0.1533
H 1.6562 -4.2469 -0.7283  0.0241
H -1.3387 1.6779 -1.4001  0.0875
H -1.3398 2.8525 -0.0188  0.0484
H -2.6126 1.7520 0.0815  0.1160
H -1.1460 -0.8250 0.6492  0.1207
H -0.8935 -0.4210 -1.0548  0.1086
H 0.5867 1.3020 -0.1946  0.1294
H -0.5102 1.1217 1.4452  0.1061
H 3.3441 -1.0853 1.2845  0.0336

Atoms 1-3, force components in eV/Å:
C -2.65 -0.49 -1.61
C 0.53 0.41 -2.84
C 1.84 -1.09 0.95

Output
Energy relative to the best compared isomer or geometry (same formula, charge and spin)   415.86 kJ/mol
Charge   0
Frontier orbital gap   8.8 eV
HOMO energy   -0.3000 Ha



DFT (ωB97M-V/def2-TZVPD) results for a 2-piece molecular cluster, C9H9OP overall.

Each line ends with the Löwdin charge.
Atoms and positions in Å:
C 2.7792 -0.1492 -0.0206  -0.0774
C 1.9989 0.4790 -1.1469  -0.0568
C 2.4151 -1.3171 0.5801  -0.1335
C 0.8658 -0.1809 -1.5570  -0.1455
C 1.3017 -2.0064 0.0708  -0.1387
C 0.5764 -1.3686 -0.9136  -0.0504
C -2.8445 -0.3404 -0.5233  -0.2941
C -2.4484 1.0538 -0.5491  -0.5810
C -2.5026 1.6484 0.8196  -0.0457
O -2.0440 1.6691 -1.5430  0.0327
P -2.2899 -1.8064 0.0010  0.8915
H 3.6669 0.3204 0.4622  0.1018
H 2.0605 1.5272 -1.4133  0.0959
H 3.0112 -1.9106 1.2804  0.1085
H 0.1825 0.3204 -2.3322  0.1265
H 1.2124 -2.9953 0.4405  0.0817
H -2.4762 2.7170 0.6903  0.0799
H -3.3132 1.3026 1.3722  0.0495
H -1.6204 1.4248 1.5174  0.1231
H -3.1311 -2.6294 -0.6405  -0.1681

Atoms 1-3, force components in eV/Å:
C 0.18 2.54 -1.00
C 1.06 -1.14 3.41
C -0.34 -1.19 -1.10

Output
Energy relative to the best compared isomer or geometry (same formula, charge and spin)   504.93 kJ/mol
Charge   0
Frontier orbital gap (alpha / beta)   6.9 / 7.9 eV
HOMO energy (alpha / beta)   -0.3142 / -0.3204 Ha



DFT (ωB97M-V/def2-TZVPD) results for one molecule with the formula C11H17P.

Each line ends with the Löwdin charge.
Atoms and positions in Å:
C 5.4163 -1.4058 -0.2852  -0.0118
C 4.6505 -0.5117 -0.4546  -0.1397
C 3.1556 0.5146 -0.4908  -0.4872
C 3.3648 1.8583 -1.2180  -0.1605
P 1.9827 -0.1660 0.4830  1.0008
C 0.6077 0.8713 0.2570  -0.3538
C -0.6283 0.5663 0.0125  -0.2880
C -1.7786 1.5852 -0.1101  -0.0475
C -1.0863 -0.8710 -0.3299  -0.5347
C -2.4711 -0.9378 -1.0371  -0.0531
C -0.2046 -1.5556 -1.3920  -0.0720
C -0.9772 -1.6000 0.9941  -0.0487
H 6.2954 -2.1336 -0.2006  0.0558
H 3.7998 1.6265 -2.2143  0.0653
H 4.2455 2.5371 -0.7783  0.1173
H 2.4202 2.4409 -1.3070  0.0588
H 0.8296 1.9333 0.4385  0.0880
H -2.8116 1.1859 0.2904  0.1102
H -2.0173 1.9968 -1.0821  0.0778
H -1.6108 2.3443 0.6008  0.0503
H -3.1690 -0.6706 -0.1908  0.0875
H -2.6257 -1.8477 -1.3758  0.0196
H -2.6113 -0.1284 -1.8247  0.1113
H -0.3858 -2.6569 -1.4566  0.1003
H 0.8371 -1.4372 -1.0731  0.0107
H -0.2933 -1.2964 -2.4330  0.0806
H -1.1464 -2.6776 0.9796  0.1024
H -1.5903 -1.2180 1.7132  0.0619
H -0.0177 -1.5139 1.3295  -0.0015

Atoms 1-3, force components in eV/Å:
C 3.37 -2.47 0.17
C -5.44 3.69 0.00
C 4.21 -0.95 0.32

Output
SMILES   C#C/C(C)=P/C=C(/C)C(C)(C)C
Energy relative to the best compared isomer or geometry (same formula, charge and spin)   502.36 kJ/mol
Charge   0
Frontier orbital gap   8.7 eV
HOMO energy   -0.3140 Ha



DFT (ωB97M-V/def2-TZVPD) results for C6H11NO as an isolated structure.

Each line ends with the Löwdin charge.
Atoms and positions in Å:
C 2.0542 0.9269 -0.2852  -0.0717
C 0.9296 -0.0678 -0.1199  -0.4349
C 1.3117 -1.4960 -0.1557  -0.1393
C -0.3393 0.2211 0.2110  -0.3715
C -1.0864 1.6208 0.1884  -0.0454
C -2.4912 -0.7505 -0.0693  -0.2605
H 2.9219 0.9325 0.4271  0.0890
H 1.5577 1.9377 -0.4094  0.0696
H 2.2791 0.4420 -1.2934  0.0999
H 1.2097 -1.8560 1.0295  0.1113
H 0.8938 -2.4156 -1.0774  0.1718
H 2.6788 -1.3950 -0.1454  0.1454
H -0.9141 1.8656 1.3765  0.1109
H -0.4797 2.4111 -0.5570  0.1137
H -2.1948 1.1863 -0.1330  0.0344
H -0.9705 -1.3998 1.0364  0.1951
H -3.2326 -1.4204 0.5515  0.1617
N -1.0581 -0.9318 0.0014  0.0117
O -3.0699 0.1887 -0.5758  0.0089

Atoms 1-3, force components in eV/Å:
C -1.28 -0.19 -1.53
C 0.26 1.05 1.82
C 4.41 -3.15 1.12

Output
Energy relative to the best compared isomer or geometry (same formula, charge and spin)   679.51 kJ/mol
Charge   0
Frontier orbital gap   8.9 eV
HOMO energy   -0.3080 Ha



DFT (ωB97M-V/def2-TZVPD) results for C21H28F5O2Pt as an isolated structure.

Each line ends with the Löwdin charge.
Atoms and positions in Å:
O 0.2501 2.4250 -1.8037  -0.1101
C 0.7923 3.4089 -2.7295  -0.1528
C -0.4891 4.2539 -2.7269  -0.0778
H 1.0382 2.9662 -3.7002  0.1100
H 1.6515 3.9330 -2.2982  0.1135
C -0.9965 3.1782 -1.7249  -0.5621
H -1.0225 4.2756 -3.6803  0.1044
H -0.3673 5.2546 -2.3085  0.1054
C -2.1770 2.3661 -2.2160  -0.0197
H -2.0208 2.0083 -3.2407  0.0883
H -3.0859 2.9849 -2.2091  0.0912
H -2.3432 1.5111 -1.5472  0.0648
C -1.2297 3.6603 -0.3084  -0.0249
H -0.3852 4.2656 0.0465  0.0894
H -1.3586 2.7889 0.3516  0.0757
H -2.1429 4.2726 -0.2470  0.0911
Pt 0.3375 -1.4346 1.3739  1.2273
C 0.8358 0.9605 3.0213  -0.1354
C 1.5583 -0.2701 2.9449  -0.2210
C 2.1467 -0.3420 1.5856  -0.3117
H 1.8525 -0.8891 3.7819  0.0761
C 1.5983 0.7967 0.8494  -0.1354
C 0.8455 1.5786 1.7566  -0.1646
H 0.4469 2.5613 1.5287  0.0639
H 0.4387 1.3841 3.9407  0.0946
H 3.0489 -0.8892 1.3330  0.0882
H 1.8783 1.0693 -0.1614  0.0836
C -1.8975 -0.7765 3.3102  -0.1994
C -2.2694 0.2674 2.4274  -0.2064
C -2.2312 -0.2024 1.1030  -0.1952
H -2.5896 1.2609 2.7291  0.0753
C -1.7667 -1.5953 1.1137  -0.3470
C -1.5373 -1.9383 2.5482  -0.2621
H -1.4850 -2.9597 2.9135  0.0781
H -1.9708 -0.7367 4.3938  0.0698
H -2.6224 0.2974 0.2206  0.0466
H -1.9994 -2.3462 0.3619  0.0827
O 0.5368 -1.6811 -0.7922  -0.3036
C -0.2637 -0.8528 -1.7132  -0.1610
C 0.0220 -1.3057 -3.1335  -0.1548
H 0.0082 0.2002 -1.5530  0.0920
H -1.3260 -0.9740 -1.4510  0.1016
C 1.0155 -2.4577 -3.0366  -0.1604
H 0.4127 -0.4618 -3.7105  0.1045
H -0.9064 -1.6326 -3.6102  0.1062
C 1.2891 -2.6860 -1.5633  -0.1567
H 1.9475 -2.2464 -3.5687  0.1057
H 0.5983 -3.3709 -3.4676  0.1046
H 2.3475 -2.5762 -1.3125  0.1145
H 0.9438 -3.6764 -1.2510  0.1141
F 0.6050 -4.3025 1.2376  -0.0013
C 1.3908 -3.2497 1.6546  -0.4538
F 2.5596 -3.2710 0.8958  -0.0267
C 1.8942 -3.6092 3.0837  -0.5519
F 2.3708 -4.8720 3.0843  0.1162
F 2.9159 -2.7888 3.4550  0.1038
F 0.9070 -3.5345 4.0186  0.1126

Atoms 1-3, force components in eV/Å:
O 0.05 0.84 -0.76
C -0.02 -0.05 0.14
C 0.15 -0.56 0.30

Output
Energy relative to the best compared isomer or geometry (same formula, charge and spin)   23.32 kJ/mol
<S²>   2.0230
Multiplicity   3
Charge   -1
Frontier orbital gap (alpha / beta)   4.6 / 5.0 eV
HOMO energy (alpha / beta)   -0.0733 / -0.0885 Ha



DFT (ωB97M-V/def2-TZVPD) results for a 4-piece molecular cluster, C17H39NO5S3 overall.

Each line ends with the Löwdin charge.
Atoms and positions in Å:
C -1.0431 -0.5559 -0.2712  -0.0624
C -0.0961 -0.9445 -1.3860  -0.2685
O -0.6175 -1.9608 -2.2280  -0.1491
C -0.1500 -3.2799 -2.0212  -0.2282
C -1.3079 -4.2530 -1.8775  -0.1676
C -1.9481 -4.2820 -0.4802  -0.1915
C -3.4511 -3.9880 -0.4326  -0.1906
C -3.9001 -2.7527 -1.2317  -0.1632
C -5.0148 -3.0598 -2.2249  -0.2336
C -6.3926 -3.3299 -1.5885  -0.1330
C -7.1354 -2.0048 -1.7532  -0.1804
N -6.6393 -1.5728 -3.0616  0.0682
C -5.2857 -1.8582 -3.1255  -0.4585
O -4.4642 -1.2294 -3.7530  0.0847
H -0.5890 0.2266 0.3367  0.0737
H -1.9845 -0.1947 -0.6856  0.0743
H -1.2680 -1.4071 0.3737  0.0638
H 0.8660 -1.2487 -0.9661  0.0738
H 0.0949 -0.0785 -2.0222  0.1230
H 0.4681 -3.5685 -2.8782  0.1181
H 0.4875 -3.3174 -1.1289  0.1216
H -2.0443 -3.9979 -2.6422  0.1129
H -0.9274 -5.2470 -2.1225  0.1096
H -1.4324 -3.5795 0.1791  0.0941
H -1.7832 -5.2701 -0.0466  0.1047
H -3.7310 -3.8493 0.6138  0.1063
H -4.0028 -4.8727 -0.7633  0.1096
H -4.2595 -1.9800 -0.5447  0.1227
H -3.0680 -2.2988 -1.7717  0.0942
H -4.7386 -3.9088 -2.8549  0.1502
H -6.9138 -4.0710 -2.1970  0.1149
H -6.3717 -3.7179 -0.5717  0.1145
H -6.8520 -1.2793 -0.9828  0.1163
H -8.2168 -2.1201 -1.7378  0.1112
H -6.8642 -0.6393 -3.3771  0.1381
C 4.0005 -0.6550 -1.4970  -0.2547
S 3.5207 -0.8418 0.2243  0.7931
O 2.4641 0.1724 0.4867  -0.5500
C 5.0416 -0.1824 0.9101  -0.2736
H 3.1567 -0.9724 -2.1070  0.0417
H 4.2285 0.3949 -1.6823  0.0636
H 4.8645 -1.2872 -1.7013  0.0552
H 5.2207 0.8077 0.4870  0.0253
H 5.8712 -0.8542 0.6878  0.0585
H 4.9030 -0.1267 1.9887  0.0453
C 5.9409 3.0523 2.4872  -0.2531
S 4.9170 3.7255 1.1637  0.8012
O 5.4948 3.2121 -0.1150  -0.5665
C 5.5232 5.4044 1.3561  -0.2753
H 5.7814 1.9783 2.5270  0.0197
H 6.9871 3.2675 2.2712  0.0594
H 5.6356 3.5055 3.4304  0.0552
H 6.5993 5.3947 1.1847  0.0564
H 5.2676 5.7690 2.3483  0.0369
H 5.0256 6.0146 0.6057  0.0542
C 1.2826 4.5625 4.6721  -0.2672
S 1.5557 4.8327 2.9182  0.8204
O 2.8910 5.4821 2.7978  -0.5777
C 0.3449 6.1433 2.7249  -0.2668
H 1.9916 3.8025 4.9935  0.0491
H 1.4593 5.4935 5.2099  0.0578
H 0.2652 4.2048 4.8290  0.0544
H 0.5900 6.9599 3.4033  0.0578
H -0.6507 5.7487 2.9271  0.0542
H 0.4033 6.4826 1.6930  0.0514

Atoms 1-3, force components in eV/Å:
C -0.10 -0.07 0.00
C 0.20 0.04 -0.07
O -0.21 -0.02 0.07

Output
Energy relative to the best compared isomer or geometry (same formula, charge and spin)   21.36 kJ/mol
Charge   0
Frontier orbital gap   9.1 eV
HOMO energy   -0.3142 Ha



no.,E_tot (eV)
1,-122067.1361
2,-17580.2057
3,-20808.3487
4,-20965.1187
5,-9931.4118
6,-43156.0087
7,-62492.6507